This record from OMol25 describes the molecule C2H6N2OS in a non-equilibrium geometry. The level of theory is ωB97M-V/def2-TZVPD.

Last column: natural (NBO) charge in e.
Element x y z (Å)
C 1.654 1.171 0.052  -0.45
N 1.329 -0.082 -0.432  -0.15
O 2.383 -0.899 0.147  -0.58
C 0.061 -0.536 -0.176  0.23
N -0.753 0.359 0.016  -0.59
S -2.414 -0.127 0.061  0.15
H 2.738 1.458 -0.048  0.22
H 1.132 2.003 -0.604  0.23
H 1.562 1.242 1.127  0.18
H 2.494 -0.697 1.080  0.45
H -0.060 -1.721 -0.221  0.18
H -2.612 1.184 0.176  0.13

Results
- calculated total energy (eV) = -18030.5719
- lowest unoccupied orbital energy (eV) = 0.7
- 2S+1 = 1
- structure (SMILES) = CN(O)/C=N/S


This record from OMol25 describes C32H31MnN6O3PS2 as an isolated structure. The level of theory is ωB97M-V/def2-TZVPD.

Last column: Löwdin spin population.
Element x y z (Å)
Mn -0.250 0.066 0.916  1.11
O 1.439 -0.093 -0.098  0.00
C 2.588 -0.475 0.080  -0.05
C 2.995 -1.588 0.899  -0.01
C 4.358 -1.974 0.932  -0.01
C 4.798 -2.994 1.725  0.00
C 3.868 -3.681 2.526  -0.01
C 2.541 -3.352 2.495  0.00
C 2.036 -2.302 1.684  0.00
P 0.284 -2.004 1.616  0.03
C 0.452 1.347 2.252  -0.02
C 1.657 1.148 2.940  0.00
C 2.212 2.111 3.782  0.00
C 1.573 3.327 3.976  0.00
C 0.365 3.556 3.325  0.00
C -0.174 2.585 2.492  0.00
C -0.394 -2.661 3.180  0.00
C 0.097 -2.287 4.435  0.00
C -0.553 -2.672 5.598  0.00
C -1.719 -3.427 5.531  0.00
C -2.227 -3.794 4.293  0.00
C -1.565 -3.417 3.130  0.00
H 5.059 -1.440 0.306  0.00
H 5.843 -3.273 1.734  0.00
H 4.201 -4.493 3.161  0.00
H 1.842 -3.918 3.096  0.00
H 2.194 0.211 2.824  0.00
H 3.149 1.907 4.288  0.00
H 2.000 4.078 4.630  0.00
H -0.161 4.494 3.478  0.00
H -1.127 2.794 2.009  0.00
H 0.991 -1.675 4.496  0.00
H -0.151 -2.376 6.560  0.00
H -2.215 -3.741 6.442  0.00
H -3.132 -4.387 4.227  0.00
H -1.963 -3.711 2.166  0.00
C -2.267 3.930 -2.517  0.00
O -2.240 2.678 -1.836  0.00
C -1.190 2.319 -1.080  0.00
O -1.291 1.282 -0.450  0.01
N -0.124 3.146 -1.082  0.00
N 1.015 2.796 -0.378  0.00
H -3.253 3.996 -2.966  0.00
H -1.516 3.968 -3.308  0.00
H -2.137 4.761 -1.822  0.00
H -0.134 3.976 -1.650  0.00
H 1.220 3.436 0.375  0.00
H 1.804 2.592 -0.974  0.00
N -5.138 -2.085 5.230  0.00
C -5.463 -1.468 4.082  0.00
S -7.016 -1.346 3.550  0.00
C -4.301 -0.901 3.347  -0.01
C -3.150 -0.493 4.008  0.00
C -2.060 -0.062 3.277  -0.01
N -2.044 -0.033 1.940  -0.01
C -3.175 -0.374 1.309  -0.01
C -4.315 -0.797 1.962  0.00
H -5.872 -2.546 5.741  0.00
H -4.185 -2.367 5.399  0.00
H -3.074 -0.491 5.087  0.00
H -1.146 0.239 3.767  0.00
H -3.141 -0.320 0.228  0.00
H -5.197 -1.082 1.407  0.00
C 4.326 1.550 -5.654  0.00
C 3.770 0.616 -4.623  0.00
C 3.035 -0.514 -4.972  0.00
C 2.557 -1.297 -3.940  0.00
N 2.780 -1.012 -2.659  0.00
C 3.481 0.089 -2.436  0.00
S 3.862 0.534 -0.766  0.00
N 3.985 0.922 -3.344  0.00
H 4.616 1.014 -6.557  0.00
H 5.184 2.081 -5.249  0.00
H 3.571 2.288 -5.931  0.00
H 2.852 -0.770 -6.005  0.00
H 1.980 -2.194 -4.136  0.00

Results
- calculated total energy (eV) = -111048.0403
- lowest unoccupied orbital energy (spin up / spin down) (eV) = -0.2 / -0.2
- ⟨S²⟩ = 0.8944
- 2S+1 = 2